DFT (ωB97M-V with the def2-TZVPD basis set) results for C49H132F3MnN12O15S as an isolated structure in a non-equilibrium geometry.

The geometry in ORCA input format:
```
! wB97M-V def2-TZVPD RIJCOSX def2/J DEFGRID3
* xyz 1 6
Mn -1.86 0.43 3.58
C -0.19 0.23 -0.96
F 0.02 1.58 -0.85
F -1.39 0.02 -1.42
F 0.75 -0.27 -1.79
S -0.04 -0.67 0.78
O 1.37 -0.64 1.19
O -0.86 0.10 1.73
O -0.58 -2.02 0.61
C -4.97 1.42 0.91
C -3.60 1.47 1.55
C -3.23 2.78 2.35
O -2.02 2.51 3.05
C -1.56 3.70 3.75
N -3.63 0.39 2.53
H -5.65 1.42 1.76
H -5.18 0.48 0.39
H -5.21 2.24 0.24
H -2.89 1.39 0.72
H -4.07 2.97 3.02
H -3.16 3.69 1.76
H -0.63 3.52 4.28
H -2.37 3.96 4.44
H -1.41 4.49 3.02
H -3.96 -0.42 2.02
H -4.51 0.52 3.01
C 6.31 1.19 1.68
C 4.87 1.34 2.07
C 4.52 2.89 1.87
O 5.30 3.61 2.88
C 5.72 4.96 2.66
N 4.17 0.50 1.20
H 7.00 1.64 2.40
H 6.46 1.60 0.68
H 6.66 0.16 1.69
H 4.72 1.03 3.10
H 3.49 3.03 2.20
H 4.64 3.28 0.86
H 6.54 5.18 3.34
H 4.97 5.72 2.82
H 6.04 5.10 1.63
H 4.60 -0.39 1.01
H 3.17 0.43 1.33
C -3.78 -3.06 -0.95
C -4.03 -2.29 0.36
C -5.48 -2.52 0.97
O -5.63 -1.76 2.16
C -6.94 -1.80 2.76
N -2.98 -2.69 1.33
H -4.21 -2.59 -1.83
H -4.16 -4.08 -0.94
H -2.70 -3.18 -1.12
H -3.86 -1.22 0.27
H -5.53 -3.58 1.21
H -6.18 -2.21 0.20
H -6.96 -1.71 3.84
H -7.44 -2.74 2.50
H -7.62 -1.07 2.33
H -2.04 -2.47 1.04
H -2.91 -3.70 1.38
C 0.24 3.21 -3.99
C -0.57 3.00 -5.23
C -0.90 1.44 -5.47
O 0.35 0.85 -5.72
C 0.28 -0.60 -5.82
N -1.79 3.77 -5.10
H -0.44 3.08 -3.15
H 0.62 4.23 -3.97
H 1.06 2.51 -3.85
H -0.06 3.42 -6.10
H -1.62 1.39 -6.28
H -1.32 0.96 -4.58
H 0.01 -1.10 -4.89
H 1.25 -1.06 -6.01
H -0.38 -0.92 -6.62
H -2.22 3.42 -4.25
H -1.59 4.72 -4.81
C 3.30 2.45 -1.80
C 3.95 3.52 -2.69
C 4.54 4.72 -1.89
O 3.47 5.46 -1.35
C 3.93 6.56 -0.58
N 5.12 2.88 -3.33
H 2.89 1.60 -2.35
H 2.42 2.84 -1.30
H 3.90 2.12 -0.95
H 3.23 3.97 -3.37
H 5.11 5.42 -2.51
H 5.20 4.35 -1.10
H 3.08 7.08 -0.15
H 4.56 7.27 -1.12
H 4.54 6.19 0.24
H 4.71 2.32 -4.06
H 5.77 3.56 -3.70
C 1.02 -8.09 1.21
C 1.16 -8.13 -0.35
C 1.18 -6.72 -1.03
O -0.08 -6.12 -0.78
C -0.23 -4.84 -1.40
N 2.41 -8.93 -0.68
H 1.88 -7.57 1.64
H 1.09 -9.11 1.58
H 0.11 -7.59 1.54
H 0.30 -8.68 -0.71
H 1.34 -6.84 -2.11
H 2.04 -6.13 -0.73
H -0.71 -5.03 -2.37
H 0.71 -4.31 -1.51
H -0.91 -4.19 -0.85
H 2.79 -8.44 -1.48
H 3.04 -8.71 0.07
C 4.90 -1.40 -3.37
C 5.00 -0.92 -1.89
C 5.57 -2.00 -1.00
O 4.79 -3.18 -0.88
C 3.40 -3.05 -0.61
N 5.88 0.29 -1.90
H 4.28 -0.71 -3.94
H 4.43 -2.38 -3.45
H 5.85 -1.27 -3.89
H 4.05 -0.47 -1.58
H 5.91 -1.54 -0.08
H 6.49 -2.28 -1.52
H 3.36 -2.61 0.39
H 2.97 -4.05 -0.64
H 2.76 -2.43 -1.25
H 5.33 0.87 -2.52
H 5.67 0.82 -1.06
C 1.67 1.45 3.63
C 1.06 0.28 4.26
C 2.00 -0.25 5.37
O 2.18 0.60 6.55
C 3.36 0.24 7.32
N -0.14 0.62 4.93
H 1.97 2.19 4.37
H 1.03 1.99 2.93
H 2.50 1.21 2.95
H 0.95 -0.50 3.51
H 2.95 -0.63 4.98
H 1.50 -1.16 5.70
H 3.07 -0.57 7.98
H 3.49 1.13 7.93
H 4.26 0.00 6.75
H -0.28 -0.09 5.62
H 0.10 1.39 5.53
C 1.53 7.44 4.81
C 1.28 6.05 4.26
C 1.73 5.90 2.78
O 1.07 4.77 2.35
C 1.35 4.41 1.05
N 2.14 5.14 4.97
H 2.58 7.69 4.90
H 1.23 7.44 5.86
H 1.03 8.27 4.32
H 0.23 5.76 4.35
H 2.81 5.92 2.65
H 1.47 6.82 2.26
H 2.43 4.39 0.90
H 0.92 5.15 0.37
H 0.91 3.44 0.85
H 2.41 4.34 4.42
H 3.03 5.57 5.18
C 1.26 -4.40 2.00
C 0.29 -4.20 3.17
C 0.15 -5.36 4.11
O -0.60 -6.44 3.53
C -0.30 -7.63 4.22
N 0.88 -3.11 3.93
H 2.29 -4.55 2.32
H 1.23 -3.51 1.36
H 1.06 -5.23 1.33
H -0.71 -3.90 2.86
H -0.34 -4.92 4.97
H 1.18 -5.61 4.36
H -0.87 -8.47 3.80
H -0.55 -7.56 5.28
H 0.75 -7.91 4.25
H 1.76 -3.48 4.27
H 1.26 -2.54 3.18
C -5.68 2.91 -4.81
C -4.89 1.71 -4.25
C -4.39 1.88 -2.81
O -3.46 2.95 -2.82
C -2.86 3.22 -1.55
N -5.82 0.60 -4.40
H -5.97 2.79 -5.86
H -5.00 3.76 -4.81
H -6.53 3.17 -4.19
H -4.06 1.54 -4.94
H -4.10 0.95 -2.33
H -5.22 2.23 -2.19
H -2.20 2.40 -1.27
H -3.54 3.50 -0.74
H -2.17 4.06 -1.51
H -5.79 0.35 -5.38
H -5.34 -0.24 -4.11
C -7.24 -3.75 -4.03
C -6.73 -2.95 -5.20
C -5.22 -2.85 -5.27
O -4.78 -2.10 -4.19
C -3.38 -1.80 -4.20
N -7.33 -3.54 -6.35
H -6.64 -3.52 -3.15
H -7.13 -4.82 -4.21
H -8.31 -3.66 -3.86
H -7.02 -1.90 -5.16
H -5.04 -2.29 -6.19
H -4.69 -3.79 -5.35
H -3.13 -1.19 -3.33
H -3.27 -1.27 -5.15
H -2.67 -2.63 -4.25
H -8.27 -3.23 -6.14
H -6.99 -2.94 -7.08
*
```

Summary:
- energy (eV) = -151841.8394
- HOMO energy (spin up / spin down) (eV) = -10.6 / -10.6
- relative energy (zero: lowest compared OMol25 entry of this formula, charge and spin) (kJ/mol) = 512.4
- <S²> = 8.76